(1)
Formula: C30H24Cl3N13O2S3Zr
Source: the OMol25 dataset
Level of theory: wB97M-V/def2-TZVPD

Each line ends with the Mulliken charge.
Geometry (Å):
Zr  -0.039  -0.426  0.555  0.85
N  -0.638  2.864  -0.895  -0.01
C  0.176  2.764  0.207  0.22
N  1.161  3.584  0.499  -0.50
N  1.695  3.071  1.634  -0.18
N  1.081  2.009  1.992  -0.08
N  0.063  1.766  1.108  -0.08
C  -1.220  1.743  -1.436  0.38
N  -2.289  1.705  -2.182  -0.56
N  -2.428  0.384  -2.500  -0.58
N  -1.512  -0.319  -1.975  -0.11
N  -0.666  0.520  -1.271  0.23
H  -0.901  3.769  -1.246  0.27
S  -2.188  -1.701  0.963  -0.50
C  -1.967  -3.144  -0.017  0.95
C  -3.094  -3.871  -0.388  -1.01
C  -2.976  -5.042  -1.123  0.51
C  -4.163  -5.762  -1.488  -0.24
N  -5.112  -6.341  -1.777  -0.50
C  -1.707  -5.501  -1.497  0.50
C  -0.583  -4.774  -1.133  -1.06
C  -0.698  -3.600  -0.397  0.80
S  0.790  -2.724  -0.018  -0.42
C  -1.547  -6.711  -2.252  -0.26
N  -1.400  -7.686  -2.841  -0.50
H  -4.076  -3.517  -0.108  0.52
H  0.395  -5.124  -1.434  0.53
C  -0.553  -0.201  5.036  -0.69
C  -0.158  -1.671  4.898  -0.72
C  0.429  -1.764  3.493  -0.38
O  -0.012  -0.545  2.800  0.45
C  -0.997  0.137  3.634  -0.55
H  0.302  0.417  5.312  0.31
H  -1.348  -0.045  5.763  0.38
H  -1.036  -2.311  4.979  0.29
H  0.562  -1.988  5.650  0.35
H  0.067  -2.616  2.922  0.26
H  1.517  -1.739  3.476  0.28
H  -1.976  -0.285  3.397  0.33
H  -0.955  1.189  3.374  0.32
Cl  7.994  7.684  -3.013  -0.22
C  7.147  6.394  -2.222  0.41
C  7.863  5.399  -1.578  -1.15
C  7.172  4.380  -0.943  -0.13
C  5.783  4.341  -0.938  -0.70
C  5.054  3.212  -0.252  1.02
C  4.762  2.091  -1.243  -1.35
N  3.955  1.052  -0.620  0.25
C  4.388  0.094  0.267  -0.72
C  3.283  -0.594  0.649  -0.86
N  2.179  -0.060  0.014  0.56
C  2.629  0.926  -0.743  -0.37
O  5.833  2.662  0.795  -0.46
C  5.307  2.953  2.094  -0.56
C  5.452  4.406  2.439  -0.02
C  6.638  5.073  2.526  0.79
Cl  8.212  4.402  2.373  -0.21
S  6.446  6.729  2.910  -0.20
C  4.745  6.554  2.976  -0.49
C  4.357  5.278  2.709  -0.69
C  5.101  5.351  -1.608  0.92
Cl  3.360  5.338  -1.650  -0.20
C  5.763  6.384  -2.249  -0.83
H  8.943  5.430  -1.568  0.43
H  7.713  3.609  -0.410  0.58
H  4.104  3.587  0.141  0.16
H  5.697  1.651  -1.590  0.37
H  4.220  2.471  -2.108  0.41
H  5.425  0.004  0.534  0.55
H  3.205  -1.435  1.316  0.47
H  2.033  1.554  -1.385  0.39
H  5.845  2.315  2.795  0.47
H  4.248  2.685  2.129  0.19
H  4.118  7.404  3.188  0.45
H  3.326  4.951  2.664  0.47
H  5.210  7.163  -2.752  0.47

As for the maximum force: 0.57 eV/A. For the HOMO energy, the calculation gives -0.316 hartree. The value obtained for the relative energy (zero: lowest compared OMol25 entry of this formula, charge and spin) is 0.879 eV.

---

(2)
Formula: C30H24Cl5IrN8O2S
Source: the OMol25 dataset
Level of theory: wB97M-V/def2-TZVPD

Each line ends with the Mulliken charge.
Geometry (Å):
Ir  1.608  1.432  -1.972  1.49
Cl  4.033  1.877  -2.075  -0.22
C  3.307  3.482  -2.190  0.85
C  1.944  3.358  -2.332  -1.02
C  1.212  4.523  -2.572  0.89
Cl  -0.446  4.491  -3.049  -0.16
C  1.875  5.758  -2.548  -0.03
Cl  1.000  7.195  -2.824  -0.13
C  3.259  5.831  -2.326  0.56
Cl  4.050  7.339  -2.297  -0.13
C  4.006  4.666  -2.174  -0.41
Cl  5.706  4.662  -1.989  -0.15
C  -3.938  1.198  -1.810  -1.00
N  -2.510  1.567  -1.662  0.61
C  -1.440  1.071  -2.255  0.21
N  -0.356  1.632  -1.710  -0.34
C  -0.867  2.469  -0.746  -0.74
N  -2.164  2.446  -0.695  -0.75
C  -4.454  0.589  -0.534  0.84
C  -5.506  1.178  0.152  -0.75
C  -5.923  0.652  1.370  -0.74
C  -5.275  -0.438  1.920  -0.99
C  -4.220  -1.029  1.230  -0.10
C  -3.825  -0.525  0.001  -0.08
C  -3.496  -2.167  1.808  0.74
N  -3.703  -2.806  2.895  -0.46
N  -2.681  -3.803  2.951  -0.46
C  -1.991  -3.643  1.889  0.66
O  -2.424  -2.620  1.105  -0.21
C  -0.832  -4.392  1.392  -0.18
C  -0.313  -5.467  2.110  -0.98
C  0.766  -6.168  1.598  -0.75
C  1.329  -5.805  0.377  -0.85
C  0.806  -4.737  -0.334  1.02
C  1.367  -4.342  -1.672  -1.24
N  1.836  -2.939  -1.678  0.83
C  1.238  -1.837  -2.089  -0.08
N  2.039  -0.780  -1.888  -0.27
C  3.144  -1.361  -1.311  -0.51
N  3.052  -2.651  -1.167  -0.87
C  -0.271  -4.033  0.180  0.19
H  -3.994  0.519  -2.661  0.29
H  -4.474  2.111  -2.054  0.44
H  -1.464  0.370  -3.074  0.48
H  -0.254  3.091  -0.118  0.74
H  -6.000  2.051  -0.257  0.39
H  -6.748  1.112  1.898  0.43
H  -5.576  -0.841  2.879  0.55
H  -3.010  -1.003  -0.531  0.56
H  -0.766  -5.748  3.051  0.57
H  1.172  -7.007  2.147  0.43
H  2.172  -6.361  -0.017  0.44
H  0.626  -4.431  -2.466  0.33
H  2.233  -4.941  -1.938  0.43
H  0.272  -1.824  -2.567  0.44
H  4.035  -0.827  -1.029  0.53
H  -0.706  -3.210  -0.377  0.51
O  1.715  1.670  -0.034  -0.66
S  2.820  1.053  0.933  0.45
C  3.209  2.453  2.007  -0.57
C  2.642  2.113  3.392  -0.72
C  1.393  1.268  3.154  -0.47
C  1.831  0.197  2.158  -0.76
H  2.702  3.296  1.532  0.20
H  4.284  2.617  1.976  0.51
H  2.432  3.026  3.948  0.38
H  3.378  1.544  3.962  0.33
H  0.593  1.872  2.720  0.20
H  1.012  0.818  4.069  0.46
H  1.036  -0.315  1.615  0.29
H  2.495  -0.547  2.605  0.53

As for the maximum force: 2.02 eV/A. Its charge is +2. For the HOMO energy, the calculation gives -0.485 hartree. The value obtained for the relative energy (zero: lowest compared OMol25 entry of this formula, charge and spin) is 1.348 eV.

---

(3)
Formula: C30H24ClF3N4O2S5Sr
Source: the OMol25 dataset
Level of theory: wB97M-V/def2-TZVPD

Each line ends with the Mulliken charge.
Geometry (Å):
Sr  -0.452  -0.360  0.717  1.04
Cl  -1.043  -7.760  -0.930  -0.32
C  -0.538  -6.108  -0.593  0.14
C  0.439  -5.874  0.381  -0.64
C  0.849  -4.594  0.642  -0.37
C  0.309  -3.462  -0.044  -0.37
O  0.748  -2.287  0.194  -0.51
C  -0.710  -3.739  -1.012  1.05
C  -1.380  -2.711  -1.771  -0.82
N  -1.301  -1.443  -1.576  0.70
C  -2.017  -0.590  -2.419  -0.17
C  -3.156  -0.929  -3.114  -0.17
C  -3.809  0.004  -3.939  -1.04
C  -3.342  1.279  -4.088  -0.92
C  -2.199  1.685  -3.362  1.29
C  -1.675  2.993  -3.419  -0.76
C  -0.598  3.333  -2.650  -1.10
C  -0.054  2.357  -1.794  -0.53
N  -0.505  1.130  -1.718  0.73
C  -1.549  0.760  -2.505  -0.16
C  -1.104  -5.061  -1.268  -0.87
H  0.856  -6.710  0.929  0.40
H  1.589  -4.396  1.406  0.31
H  -1.976  -3.090  -2.608  0.20
H  -3.613  -1.893  -2.933  0.29
H  -4.717  -0.299  -4.447  0.35
H  -3.847  1.997  -4.726  0.36
H  -2.150  3.721  -4.069  0.38
H  -0.184  4.334  -2.660  0.41
H  0.766  2.602  -1.124  0.66
H  -1.893  -5.241  -1.988  0.34
S  1.137  0.393  3.835  -0.44
C  1.977  -1.107  3.703  -0.01
C  1.737  -2.162  4.623  -0.91
C  2.391  -3.361  4.491  -0.15
C  3.297  -3.542  3.443  -0.79
C  3.474  -2.477  2.584  -0.08
N  2.861  -1.303  2.706  0.14
H  1.013  -1.996  5.408  0.38
H  2.192  -4.168  5.188  0.33
H  3.814  -4.479  3.283  0.42
H  4.140  -2.568  1.727  0.29
S  -4.487  -2.775  -0.315  -0.46
C  -3.538  -1.699  0.609  0.00
S  -2.478  -2.283  1.830  -0.36
S  -3.613  0.009  0.332  -0.37
C  4.188  1.076  1.201  -1.07
S  3.025  0.119  0.223  0.82
C  3.525  0.777  -1.386  -1.18
O  1.710  0.794  0.467  -0.46
H  4.115  2.124  0.910  0.40
H  5.199  0.693  1.055  0.39
H  3.863  0.930  2.230  0.26
H  4.524  0.416  -1.632  0.42
H  3.494  1.867  -1.378  0.32
H  2.798  0.389  -2.100  0.29
F  -1.819  7.229  0.979  -0.28
C  -0.732  6.540  0.567  0.75
F  -0.637  6.748  -0.768  -0.25
F  0.341  7.137  1.124  -0.30
C  -0.828  5.082  0.897  0.79
C  0.210  4.416  1.523  -0.97
C  0.072  3.051  1.751  -0.01
N  -1.013  2.369  1.387  0.17
C  -2.016  3.025  0.805  -0.29
C  -1.969  4.384  0.538  -0.91
H  1.108  4.936  1.826  0.45
H  0.856  2.471  2.228  0.15
H  -2.877  2.419  0.540  0.17
H  -2.798  4.878  0.049  0.44

As for the maximum force: 1.16 eV/A. Its charge is -2. For the HOMO energy, the calculation gives -0.021 hartree. The value obtained for the relative energy (zero: lowest compared OMol25 entry of this formula, charge and spin) is 0.864 eV.